The following is a quantum chemistry calculation of a cluster of 4 separate species, C22H15BrFN2O7P in total, from OMol25.

Last column: natural (NBO) charge in e.
CARTESIAN COORDINATES (ANGSTROEM)
1 Br 1.6087 3.2147 -6.8576  -0.261
2 P 1.7342 0.9867 -6.9134  1.128
3 F -0.4559 -1.5306 -7.4276  -0.323
4 O 2.2590 0.6557 -5.4259  -1.002
5 O -4.5932 -1.6445 6.1915  -0.480
6 O 4.3338 1.2037 1.4251  -0.515
7 O 0.4610 0.1621 -3.4115  -0.582
8 O -0.0313 -0.0299 1.8499  -0.512
9 O -4.0570 -1.4478 0.9282  -0.512
10 O 3.8770 1.0093 6.6965  -0.478
11 N -1.5550 1.4711 -8.5846  -0.271
12 N -2.4290 -1.1468 -4.7357  -0.288
13 C -5.5115 -2.1542 4.0844  -0.226
14 C -3.2722 -0.9854 4.3563  -0.213
15 C 0.0793 0.0145 0.6390  0.498
16 C -0.9121 1.1120 -7.7086  0.264
17 C 5.1695 1.6675 4.8418  -0.219
18 C -0.9706 -0.5436 -0.2507  -0.227
19 C 3.0481 0.5416 3.2801  -0.251
20 C 1.2735 0.6330 0.0056  -0.222
21 C 2.9290 0.4917 4.6034  -0.208
22 C -4.4694 -1.5985 4.9875  0.474
23 C 3.9814 1.0515 5.4908  0.473
24 C 5.2862 1.7182 3.5178  -0.240
25 C -5.3777 -2.1038 2.7622  -0.225
26 C 4.2330 1.1588 2.6360  0.496
27 C 0.3484 0.1216 -2.1977  0.519
28 C -0.0966 0.6749 -6.5717  -0.687
29 C -1.5242 -1.0203 -5.4243  0.252
30 C -4.1801 -1.4910 2.1365  0.485
31 C -0.8440 -0.4923 -1.5744  -0.230
32 C -3.1383 -0.9342 3.0341  -0.248
33 C 1.3975 0.6823 -1.3171  -0.228
34 C -0.3168 -0.8248 -6.2529  0.128
35 H -1.5954 -0.8840 -2.2496  0.256
36 H -2.5268 -0.5882 5.0336  0.233
37 H 6.1397 2.1625 3.0218  0.235
38 H -1.8363 -0.9834 0.2306  0.258
39 H 2.0291 1.0331 0.6676  0.249
40 H -6.3735 -2.5959 4.5679  0.235
41 H -2.2731 -0.4952 2.5528  0.245
42 H 0.5453 -1.2294 -5.7077  0.233
43 H 5.9215 2.0674 5.5099  0.235
44 H -0.4059 1.2643 -5.6975  0.287
45 H 1.5878 0.8093 -4.7333  0.517
46 H -6.1214 -2.5006 2.0829  0.234
47 H 2.2582 1.1239 -1.8039  0.240
48 H 2.0727 0.0485 5.0956  0.235
49 H 2.2934 0.1444 2.6163  0.238

Calculated values
SMILES: N#C[C@@H](F)[C@H](C#N)P(O)Br.O=C1C=CC(=O)C=C1.O=C1C=CC(=O)C=C1.O=C1C=CC(=O)C=C1
Spin multiplicity: 1

The following is a quantum chemistry calculation of a structure of composition C22H15EuO5P, from OMol25.

Last column: natural (NBO) charge in e.
CARTESIAN COORDINATES (ANGSTROEM)
1 Eu 0.0029 0.0083 -3.6745  1.379
2 P 0.0520 0.3057 0.0144  1.914
3 O 3.6102 -1.2764 -3.8970  -0.353
4 O 0.0726 0.7264 -1.4652  -1.183
5 O -2.9045 -2.4717 -3.9403  -0.341
6 O -0.0009 0.0018 -7.4304  -0.310
7 O -0.6693 3.8007 -3.7312  -0.337
8 C 3.3961 -1.9061 -0.5286  -0.078
9 C -0.5778 3.3678 2.7974  -0.133
10 C 3.6585 -0.7253 1.6166  -0.203
11 C 0.1253 1.4872 1.4479  -0.454
12 C -3.4391 -0.9710 1.7625  -0.171
13 C -0.3926 2.7952 1.5174  -0.100
14 C 2.6064 0.1205 1.2617  -0.056
15 C -2.3800 -0.1094 1.4415  -0.131
16 C -0.2930 2.6022 3.9427  -0.160
17 C 0.2312 0.6880 2.6252  -0.175
18 C -2.0615 -1.8068 -4.2521  0.464
19 C -3.2968 -1.8828 -0.4987  -0.199
20 C 4.0585 -1.7316 0.7062  -0.065
21 C -0.4664 2.6673 -3.8896  0.468
22 C -2.1479 -1.1400 -0.7255  -0.167
23 C 2.5957 -0.8693 -4.1749  0.473
24 C -1.5930 -0.3871 0.3103  -0.452
25 C 2.2130 -1.2155 -0.7396  -0.222
26 C 0.0971 1.2535 3.8843  -0.175
27 C 1.7396 -0.3326 0.2422  -0.267
28 C -0.0021 0.0356 -6.2790  0.441
29 C -3.9364 -1.8255 0.7640  -0.126
30 H 3.7501 -2.5925 -1.3084  0.262
31 H -3.6681 -2.5117 -1.3261  0.246
32 H -3.7771 -0.9436 2.8057  0.263
33 H -2.0820 0.7215 2.0897  0.237
34 H -4.8147 -2.4400 0.9530  0.264
35 H 0.4172 -0.3962 2.5006  0.237
36 H 4.1087 -0.5844 2.6048  0.281
37 H 4.9049 -2.3759 0.9564  0.276
38 H 1.6356 -1.3884 -1.6551  0.185
39 H -1.6162 -1.1703 -1.6884  0.142
40 H -0.9101 4.4124 2.8818  0.268
41 H 0.3382 0.6305 4.7551  0.266
42 H 2.3928 1.0535 1.8098  0.289
43 H -0.3704 3.0366 4.9313  0.265
44 H -0.6067 3.3396 0.5822  0.239

Calculated values
<S²>: 12.04
Net charge: +3
Spin multiplicity: 7
Energy relative to the best compared isomer or geometry (same formula, charge and spin) in kJ/mol: 135.61

The following is a quantum chemistry calculation of a structure of composition C22H15F10N4OSSc, from OMol25.

Last column: natural (NBO) charge in e.
CARTESIAN COORDINATES (ANGSTROEM)
1 Sc 0.9527 -0.0962 0.0084  1.755
2 S 3.1957 0.3572 -1.0747  -0.417
3 F -3.0576 -1.8455 0.0846  -0.314
4 F -1.4885 -1.3731 3.3801  -0.319
5 F -1.1484 4.0041 3.3103  -0.301
6 F -3.3013 0.0911 4.7744  -0.299
7 F 0.7208 2.5278 2.0811  -0.287
8 F -3.0678 2.8131 4.8503  -0.304
9 F -5.0687 0.6458 -3.2869  -0.302
10 F -5.2901 -0.8218 -1.1220  -0.288
11 F -2.5911 1.1542 -4.4326  -0.297
12 F -0.4213 0.0391 -3.3354  -0.284
13 O 0.5232 1.6276 -0.7727  -0.760
14 N 0.7840 -0.2078 2.1832  -0.829
15 N 1.5420 2.4912 -1.3676  -0.124
16 N -0.5526 -1.3168 -0.8086  -0.862
17 N 1.5872 -2.4507 0.5899  -0.498
18 C -0.2121 1.8821 2.7787  0.344
19 C -1.3194 -0.0639 3.4874  0.312
20 C -3.9643 0.1153 -2.7766  0.245
21 C 1.3781 -1.3773 2.7717  -0.214
22 C 3.0071 -2.6173 0.5721  -0.414
23 C 3.1703 2.3149 -3.1214  -0.264
24 C 2.6789 3.5066 -3.7069  -0.302
25 C 0.9562 -3.2215 -0.4322  -0.214
26 C -2.7433 0.3662 -3.3498  0.258
27 C -2.2682 0.6682 4.1675  0.251
28 C 1.5512 4.1261 -3.1579  -0.264
29 C -1.5929 -0.1335 -2.7103  0.340
30 C 1.0112 3.6205 -2.0056  -0.047
31 C -2.1616 2.0697 4.1890  0.243
32 C -0.5200 -2.7529 -0.6264  -0.215
33 C -2.9535 -1.1464 -1.0389  0.335
34 C -4.1026 -0.6571 -1.6363  0.250
35 C -1.1338 2.6657 3.4258  0.255
36 C -0.2059 0.4823 2.8464  0.049
37 C 1.0290 -2.6164 1.9446  -0.234
38 C -1.6746 -0.8719 -1.4898  0.056
39 C 2.6214 1.8004 -1.9479  0.027
40 H 4.0472 1.8444 -3.5056  0.210
41 H 3.4431 -2.4648 -0.4094  0.230
42 H 3.5095 -1.9699 1.2930  0.213
43 H -0.9351 -3.2297 -1.5107  0.184
44 H -1.1526 -3.0379 0.2386  0.177
45 H 0.1661 4.0219 -1.4752  0.206
46 H -0.0708 -2.6968 1.8983  0.229
47 H 3.2954 -3.6265 0.9287  0.162
48 H 1.5246 -3.0232 -1.3502  0.211
49 H 1.2032 5.0586 -3.5416  0.205
50 H 1.4627 -3.5159 2.4334  0.171
51 H 2.4646 -1.2673 2.8411  0.177
52 H 1.0032 -4.3065 -0.2690  0.171
53 H 1.0350 -1.4804 3.8010  0.190
54 H 3.1343 3.8952 -4.6175  0.194

Calculated values
<S²>: 0.78
Net charge: -1
Spin multiplicity: 2
Energy relative to the best compared isomer or geometry (same formula, charge and spin) in kJ/mol: 0.00

The following is a quantum chemistry calculation of a structure of composition C22H15IrN6O2S3, from OMol25.

Last column: natural (NBO) charge in e.
CARTESIAN COORDINATES (ANGSTROEM)
1 Ir -0.0567 0.0962 -0.1286  1.207
2 S -1.1993 4.9660 -5.8522  1.073
3 S 2.4397 -2.0976 -1.4382  0.387
4 S 2.5942 -3.7134 1.0441  0.496
5 O -0.8171 -0.1119 1.9420  -0.653
6 O -2.1337 0.4653 4.0878  -0.636
7 N 0.6156 2.0251 -0.8633  -0.495
8 N 0.5539 -1.9440 1.9268  -0.381
9 N -0.1789 5.0096 -4.6130  -0.584
10 N -1.3737 0.4205 -1.8324  -0.479
11 N 0.9474 -1.6287 0.6998  -0.368
12 N -1.9326 3.5883 -5.4743  -0.598
13 C -0.6334 -2.9627 5.7824  -0.249
14 C 3.8865 -3.2178 -1.2899  -0.508
15 C -1.7820 1.9005 -3.6801  -0.071
16 C -0.3368 -1.1504 2.5167  0.563
17 C -3.1289 -0.0537 -3.3753  -0.220
18 C -2.3740 -0.3443 -2.2423  0.102
19 C 1.8796 -2.3944 0.1706  -0.064
20 C -0.2644 -2.6545 4.4907  -0.140
21 C 0.3272 3.6069 -2.6464  -0.072
22 C 1.5331 2.8153 -0.3272  0.100
23 C -1.9832 -0.9680 5.9184  -0.279
24 C -2.8251 1.0720 -4.1100  -0.052
25 C -0.0164 2.3993 -1.9992  0.240
26 C -1.4913 -2.1075 6.4965  -0.121
27 C 1.9109 4.0256 -0.9013  -0.221
28 C 3.4830 -4.3781 -0.4137  -0.541
29 C -0.7389 -1.4954 3.8707  -0.211
30 C -0.3692 3.9408 -3.8495  0.094
31 C -1.4051 3.1017 -4.3579  0.160
32 C -1.6303 -0.6318 4.5955  0.384
33 C -1.0680 1.5494 -2.5131  0.150
34 C 1.3156 4.4202 -2.0798  -0.052
35 H 1.5765 5.3399 -2.5795  0.269
36 H 2.8035 -5.0626 -0.9233  0.249
37 H -0.2606 -3.8608 6.2497  0.232
38 H -1.8247 0.6006 3.1610  0.504
39 H 0.3931 -3.2989 3.9291  0.227
40 H -3.3677 1.3455 -5.0012  0.269
41 H -1.7624 -2.3531 7.5110  0.235
42 H -2.6440 -0.2997 6.4499  0.243
43 H 4.1573 -3.5474 -2.2919  0.270
44 H 4.7086 -2.6423 -0.8607  0.249
45 H 1.9838 2.4757 0.5964  0.241
46 H -2.5878 -1.2218 -1.6460  0.241
47 H 4.3458 -4.9437 -0.0624  0.277
48 H -3.9321 -0.7102 -3.6634  0.267
49 H 2.6627 4.6302 -0.4233  0.267

Calculated values
Net charge: +2
Spin multiplicity: 1
Energy relative to the best compared isomer or geometry (same formula, charge and spin) in kJ/mol: 212.87

no.,F_max (eV Å⁻¹),E (eV)
1,0.6,-122415.6286
2,6.0,-61880.2953
3,2.1,-89776.5251
4,4.4,-71421.1413